[1]
3 unconnected molecules or ions with the total composition C15H26I2O7S. Source: the OMol25 dataset; level of theory: ωB97M-V with the def2-TZVPD basis set.

```
! RIJCOSX wB97M-V def2-TZVPD def2/J DEFGRID3
* xyz 0 1
C -3.13 -1.05 3.36
C -2.14 0.11 2.86
I -1.20 -0.25 0.91
C -1.90 1.27 3.62
I -2.89 1.41 5.57
C -0.94 2.44 3.07
C -1.34 3.88 3.61
C -0.44 4.97 2.85
S 1.04 4.25 1.96
O 0.53 3.90 0.57
O 2.11 5.27 1.77
O 1.57 2.82 2.62
C 0.58 2.19 3.48
H -2.89 -1.40 4.41
H -4.17 -0.59 3.31
H -3.12 -1.90 2.59
H -1.12 2.45 1.94
H -2.44 4.08 3.40
H -1.18 4.00 4.74
H -0.02 5.73 3.59
H -1.09 5.47 2.05
H 0.87 1.10 3.61
H 0.71 2.67 4.52
O -0.58 0.05 -1.90
C 0.34 0.46 -2.56
O 0.98 -0.37 -3.40
C 1.97 0.05 -4.36
C 3.34 0.14 -3.72
C 0.85 1.86 -2.39
H 1.66 0.98 -4.84
H 1.98 -0.72 -5.13
H 3.37 0.88 -2.92
H 4.09 0.41 -4.47
H 3.62 -0.82 -3.28
H 1.52 1.90 -1.53
H 0.00 2.51 -2.20
H 1.36 2.26 -3.26
O 0.07 -6.86 -0.35
C 0.14 -5.84 -1.00
O -0.25 -4.68 -0.46
C -0.04 -3.39 -1.07
C -1.13 -3.07 -2.06
C 0.58 -5.87 -2.44
H 0.96 -3.33 -1.51
H -0.06 -2.66 -0.25
H -1.15 -3.80 -2.88
H -1.00 -2.08 -2.48
H -2.11 -3.12 -1.58
H -0.27 -6.14 -3.06
H 1.36 -6.63 -2.54
H 1.01 -4.93 -2.79
*
```

Values from the calculation:
- SMILES = C/C(I)=C(\I)[C@H]1CCS(=O)(=O)OC1.CCOC(C)=O.CCOC(C)=O
- F_max (eV/Å) = 6.760
- gap between HOMO and LUMO (eV) = 8.62
- M (Da) = 604.2
- electronic energy (a.u.) = -2107.29279

[2]
A single C15H26N2O5S molecule. Source: the OMol25 dataset; level of theory: ωB97M-V with the def2-TZVPD basis set.

```
! RIJCOSX wB97M-V def2-TZVPD def2/J DEFGRID3
* xyz 0 1
C 1.56 3.09 -0.62
C 2.90 2.73 -0.01
H 3.70 2.70 -0.73
H 3.16 3.38 0.82
S 2.80 1.06 0.70
O 1.68 1.02 1.61
O 4.10 0.73 1.23
N 2.48 0.14 -0.66
C 1.16 -0.44 -0.71
H 0.44 0.32 -0.41
C 1.05 -1.68 0.18
C -0.38 -2.20 0.04
O -0.67 -3.02 -0.82
N -1.30 -1.71 0.89
C -1.12 -0.68 1.89
H -1.05 -1.14 2.89
C -2.30 0.31 1.88
H -3.12 -0.03 2.51
H -1.97 1.28 2.24
C -2.85 0.46 0.46
C -3.39 -0.90 -0.04
C -2.69 -2.06 0.67
H -3.16 -2.26 1.64
H -2.72 -2.96 0.06
H -3.21 -0.97 -1.12
H -4.47 -0.93 0.14
O -3.86 1.45 0.45
C -3.87 2.02 -0.84
H -4.08 3.08 -0.74
C -2.45 1.74 -1.39
H -2.48 1.19 -2.34
O -1.83 0.96 -0.39
H -1.86 2.65 -1.52
H -4.63 1.55 -1.47
H -0.20 -0.12 1.72
H 1.27 -1.41 1.21
C 2.08 -2.71 -0.29
C 3.47 -2.09 -0.24
C 3.52 -0.80 -1.05
H 4.48 -0.29 -0.90
H 3.39 -1.01 -2.12
H 3.73 -1.85 0.80
H 4.22 -2.79 -0.62
H 2.03 -3.60 0.34
H 1.83 -3.01 -1.31
H 0.95 -0.72 -1.75
H 1.56 4.13 -0.95
H 1.36 2.45 -1.47
H 0.78 2.95 0.12
*
```

Values from the calculation:
- SMILES = CCS(=O)(=O)N1CCC[C@H](C(=O)N2CCC3(CC2)OCCO3)C1
- F_max (eV/Å) = 0.987
- gap between HOMO and LUMO (eV) = 9.68
- M (Da) = 346.4
- electronic energy (a.u.) = -1471.07899